Record 1
Formula: C18H45F3N14O29
Source: the OMol25 dataset
Level of theory: wB97M-V/def2-TZVPD

Geometry as XYZ:
```
109
Properties=species:S:1:pos:R:3:forces:R:3
C -4.2502 4.7353 -2.1076 2.09 2.35 -0.85
C -2.9787 4.1308 -3.0103 -0.47 -0.27 -0.17
C -3.2308 4.0965 -4.6417 0.12 0.16 0.40
N -1.8273 3.7455 -2.3664 -4.77 2.65 0.87
O -1.6877 2.4062 -2.3440 2.72 -4.99 1.84
C -1.5585 1.9471 -0.9286 -3.09 6.64 4.73
O -1.9542 2.7862 0.0576 2.94 -6.32 -6.45
O -0.9681 0.6454 -0.5803 -3.90 -0.46 -0.49
C -1.9809 -0.3424 -0.1781 -0.18 -1.30 0.41
F -1.2313 -1.5564 0.3168 -2.75 4.41 -1.85
F -2.8626 0.0765 0.9358 3.05 -1.39 -4.08
F -2.8131 -0.7497 -1.3335 2.71 1.40 4.18
H -3.7378 5.3219 -1.2045 -1.25 -1.52 -1.72
H -4.9581 3.8904 -1.7146 1.71 1.27 -0.93
H -4.8440 5.5249 -2.7699 1.65 -2.29 1.74
H -3.7544 3.1252 -5.0305 0.79 1.86 0.82
H -3.8775 5.0689 -4.8897 1.23 -2.35 0.59
H -2.2106 4.2104 -5.2061 -1.87 -0.37 1.31
C 1.4052 -2.2030 -0.5185 -0.25 0.19 -0.08
N 2.7203 -2.6648 -1.0389 0.71 -0.17 -0.28
O 3.0812 -2.2242 -2.1365 -0.24 -0.80 1.63
O 3.3533 -3.4567 -0.3308 -0.72 1.06 -1.32
H 0.9618 -1.5140 -1.2405 0.26 -0.22 0.06
H 0.7741 -3.0845 -0.3889 0.22 0.12 0.07
H 1.5858 -1.7001 0.4337 0.06 -0.25 -0.12
C 5.4759 -3.8354 2.1514 -0.13 -0.05 -0.40
N 4.7170 -3.6438 3.4167 -0.93 0.20 0.62
O 3.4915 -3.5059 3.3264 1.91 -0.28 0.48
O 5.3731 -3.6372 4.4649 -0.98 0.04 -1.18
H 4.7756 -3.8199 1.3136 0.12 0.05 0.35
H 6.1930 -3.0160 2.0699 -0.05 -0.22 0.13
H 5.9816 -4.8011 2.2135 0.02 0.24 0.11
C -4.9789 -2.2906 1.7600 0.22 0.29 -0.14
N -6.2315 -2.9111 1.2506 -0.83 -0.68 -0.05
O -6.7486 -2.4024 0.2491 0.40 -0.76 1.18
O -6.6604 -3.8914 1.8704 0.51 1.59 -1.18
H -4.7195 -1.4433 1.1218 -0.22 -0.29 0.11
H -5.1677 -1.9593 2.7831 0.03 -0.23 -0.11
H -4.1969 -3.0519 1.7268 -0.19 0.05 0.17
C -2.1623 -1.9241 4.9457 0.42 0.02 -0.14
N -3.1887 -2.9627 4.6606 -0.38 -0.65 -0.15
O -2.8422 -3.9256 3.9665 -0.84 1.22 0.93
O -4.3135 -2.7820 5.1416 1.32 -0.52 -0.81
H -1.2257 -2.2112 4.4630 -0.31 -0.02 0.10
H -2.5297 -0.9782 4.5427 -0.05 -0.13 0.25
H -2.0376 -1.8727 6.0292 -0.19 0.13 -0.15
C 4.6165 -3.0514 -4.6624 -0.06 0.23 0.36
N 5.5896 -2.5447 -5.6674 0.50 0.34 -0.46
O 6.1667 -1.4817 -5.4106 -0.62 -1.49 -0.65
O 5.7466 -3.2284 -6.6856 -0.04 1.08 1.24
H 4.5799 -2.3538 -3.8231 0.07 -0.20 -0.36
H 3.6424 -3.1180 -5.1513 0.22 -0.08 0.04
H 4.9637 -4.0328 -4.3332 -0.11 0.13 -0.18
C -5.7813 -1.7785 8.5157 -0.12 -0.23 0.20
N -4.4920 -1.3950 7.8799 0.87 0.40 -0.58
O -3.4912 -2.0525 8.1881 -1.17 1.01 -0.59
O -4.5211 -0.4446 7.0893 0.24 -1.46 1.26
H -5.6078 -2.6248 9.1837 0.08 0.23 -0.22
H -6.1431 -0.9134 9.0752 0.03 -0.10 -0.23
H -6.4736 -2.0532 7.7173 0.14 0.18 0.10
C 1.5957 1.8677 -2.6099 0.07 -0.11 0.36
N 1.4082 1.3227 -3.9815 -0.18 -0.37 -0.97
O 1.4576 0.0943 -4.1142 -0.14 1.69 -0.05
O 1.2167 2.1435 -4.8863 0.27 -1.33 1.20
H 1.7537 1.0374 -1.9184 0.03 0.13 -0.26
H 2.4691 2.5226 -2.6320 -0.23 -0.05 -0.04
H 0.6911 2.4205 -2.3484 0.29 0.05 -0.23
C 8.1090 -1.9427 -7.9772 -0.03 -0.18 0.18
N 9.3982 -1.5592 -8.6130 0.86 0.20 -0.41
O 10.3991 -2.2167 -8.3048 -1.17 1.06 -0.59
O 9.3691 -0.6088 -9.4036 0.27 -1.35 1.07
H 8.2825 -2.7890 -7.3092 0.04 0.28 -0.25
H 7.7472 -1.0777 -7.4177 0.00 -0.18 -0.22
H 7.4166 -2.2174 -8.7756 0.11 0.18 0.17
C 1.7930 -3.1049 7.4381 0.18 -0.34 -0.05
N 1.1111 -2.0749 6.6089 -0.41 0.66 -0.71
O 1.0645 -2.2703 5.3888 -0.10 0.49 1.73
O 0.6417 -1.0993 7.2063 0.56 -1.28 -1.00
H 2.1551 -3.9015 6.7848 -0.12 0.30 0.05
H 2.6254 -2.6178 7.9500 -0.25 -0.04 -0.02
H 1.0612 -3.4926 8.1497 0.14 0.21 -0.05
C -8.3944 7.4865 -3.1948 -0.28 0.20 -0.07
N -7.0793 7.0246 -3.7152 0.72 0.02 -0.77
O -6.7185 7.4652 -4.8128 -0.30 -0.86 1.74
O -6.4464 6.2328 -3.0071 -1.47 1.45 -1.26
H -8.8378 8.1755 -3.9168 0.24 -0.21 0.12
H -9.0256 6.6050 -3.0652 0.20 0.12 0.10
H -8.2139 7.9894 -2.2426 -0.01 -0.23 -0.11
C 5.4395 0.5195 1.4198 -0.01 0.05 -0.36
N 4.1869 -0.1009 0.9103 -0.57 -0.34 -0.25
O 3.6699 0.4077 -0.0911 0.31 -0.92 1.28
O 3.7581 -1.0812 1.5302 0.32 1.33 -1.04
H 5.6990 1.3669 0.7816 -0.30 -0.52 0.21
H 5.2508 0.8509 2.4429 0.04 -0.23 -0.23
H 6.2216 -0.2418 1.3866 -0.22 0.08 0.17
C -8.3414 -0.1825 -1.9352 -0.14 -0.14 0.27
N -8.0041 1.1197 -2.5710 0.19 0.89 -0.44
O -8.4630 2.1413 -2.0468 0.76 -1.20 -0.90
O -7.2882 1.0794 -3.5784 -1.02 0.28 1.45
H -8.9733 0.0029 -1.0641 0.20 0.06 -0.26
H -8.8726 -0.7833 -2.6761 0.24 0.08 0.08
H -7.4039 -0.6565 -1.6375 -0.18 0.01 -0.16
C 8.2607 3.8861 2.8925 0.06 0.37 -0.01
N 7.3775 2.8035 2.3811 -0.50 -0.49 -0.33
O 6.4826 3.1283 1.5921 1.37 -0.28 1.18
O 7.6078 1.6581 2.7862 -0.38 1.57 -0.66
H 7.9450 4.8357 2.4552 -0.01 -0.33 0.05
H 8.1584 3.9091 3.9794 0.11 -0.13 -0.20
H 9.2832 3.6456 2.5947 -0.19 -0.06 0.16
```
Forces are in eV/Å.

Results
- ΔE to the lowest compared entry with this formula, charge and spin: 6.012 eV
- LUMO energy: -1.0737 eV
- Highest occupied orbital energy: -0.307 Ha

---

Record 2
Formula: C18H45F6N3O6PSr
Source: the OMol25 dataset
Level of theory: wB97M-V/def2-TZVPD

Geometry as XYZ:
```
80
Properties=species:S:1:pos:R:3:forces:R:3
Sr -1.1993 -1.1815 0.1148 -0.78 -1.18 0.59
P -7.2499 -0.7035 -1.2177 -2.96 -2.47 1.77
F -7.2905 -1.2556 0.3473 0.84 1.30 0.43
F -6.0326 0.2915 -0.8550 -0.49 1.14 -0.04
F -6.1243 -1.7930 -1.5144 1.63 -0.99 -0.62
F -7.3035 -0.3195 -2.7670 0.09 0.47 0.32
F -8.3270 -1.9516 -1.3951 -0.35 0.97 -1.27
F -8.4912 0.3381 -0.8667 1.84 -0.49 -0.45
C -0.0042 6.0982 -5.0075 -0.01 0.10 1.10
O -0.4201 4.7642 -4.7117 0.52 0.95 0.37
C -0.2432 3.9201 -5.8028 -0.66 -2.57 1.06
C -0.3183 2.3783 -5.2518 -1.74 1.25 -3.21
N 0.4915 2.0027 -4.1543 0.71 1.31 0.29
C 1.8372 1.6909 -4.6318 -0.71 -1.18 0.15
C 2.7344 1.4521 -3.4623 0.80 0.15 0.22
O 2.4577 0.2303 -2.7660 -0.39 0.61 -0.25
C 3.4744 -0.7243 -2.8455 0.10 -0.76 1.22
H -0.6546 6.6476 -5.6881 0.14 -0.50 -0.71
H 1.0536 6.0632 -5.2685 -0.06 0.34 -0.51
H -0.0893 6.7088 -4.1086 0.09 -0.37 0.36
H 0.7099 3.9969 -6.3260 0.22 0.61 0.06
H -1.0785 4.0978 -6.4802 0.13 -0.35 -0.47
H -0.0025 1.8418 -6.1465 -0.23 -0.45 -0.09
H -1.3678 2.1328 -5.0895 -0.05 0.11 0.14
H 0.5651 2.9317 -3.7651 0.29 0.19 1.43
H 2.2341 2.4044 -5.3540 0.21 0.32 0.15
H 1.7234 0.7455 -5.1623 0.24 -0.13 -0.23
H 2.6470 2.2708 -2.7480 -0.13 0.06 0.16
H 3.7690 1.4741 -3.8048 0.18 -0.23 0.04
H 4.4466 -0.3263 -2.5548 0.27 0.29 -0.77
H 3.4523 -1.3426 -3.7429 0.30 0.39 -0.35
H 3.3174 -1.4133 -2.0156 -0.38 -0.29 0.06
C 0.3526 3.7517 1.4872 -0.12 -1.87 -0.94
O 0.8403 2.4778 2.0580 -2.45 0.87 0.10
C 1.8622 2.8307 2.9808 -1.03 0.81 -2.38
C 2.4428 1.7676 3.7741 0.62 -1.80 1.84
N 2.8227 0.5780 2.9758 1.06 0.10 0.27
C 3.5115 -0.4970 3.7677 -0.38 1.16 0.24
C 4.9761 -0.1182 4.1728 -0.89 -0.26 -0.53
O 5.4539 0.7164 3.1098 0.45 0.52 0.23
C 6.8579 0.7423 2.7985 0.19 -1.76 0.75
H 1.1038 3.9838 0.7323 -0.25 0.62 -0.10
H 0.0931 4.6122 2.1039 0.80 -0.28 0.87
H -0.6190 3.5516 1.0355 0.19 -0.36 -0.44
H 1.3834 3.6451 3.5245 1.12 0.18 0.65
H 2.6134 3.1037 2.2397 0.83 1.06 0.66
H 1.9106 1.4569 4.6732 -0.59 0.03 -0.13
H 3.3314 2.2670 4.1601 0.40 -0.07 0.39
H 3.6781 0.9693 2.6081 0.01 0.02 -1.69
H 3.5881 -1.4075 3.1734 -0.45 0.05 -0.03
H 2.8669 -0.6021 4.6404 0.34 -0.73 0.24
H 5.5167 -1.0593 4.2739 0.38 0.06 -0.20
H 4.9540 0.3335 5.1646 0.41 0.63 -0.13
H 7.0817 -0.0663 2.1026 -0.17 0.01 -0.41
H 7.4284 0.4353 3.6751 0.09 0.46 0.27
H 7.2845 1.6560 2.3847 -0.84 0.29 0.25
C -3.6791 -0.5072 3.8335 -0.77 0.54 -0.77
O -3.1379 -1.6723 3.2179 0.50 -0.09 1.16
C -3.0217 -2.7524 4.1799 -0.38 -1.13 -2.41
C -3.1478 -4.0703 3.3121 1.78 -0.27 0.66
N -2.0736 -4.2660 2.2466 -1.05 0.56 -0.18
C -2.4098 -5.3823 1.2928 1.21 1.41 0.18
C -1.4306 -5.3290 0.0614 -1.90 -1.60 0.02
O -1.6415 -4.1543 -0.6913 0.25 2.63 -0.87
C -1.4369 -4.3221 -2.1440 -0.02 -0.78 1.03
H -4.7601 -0.6446 3.8609 -0.07 0.23 0.32
H -3.4810 0.3465 3.1854 -0.03 -0.03 -0.19
H -3.2965 -0.2086 4.8095 0.27 -0.61 0.16
H -3.8456 -2.8624 4.8850 -0.35 0.68 -0.09
H -2.1223 -2.5806 4.7712 0.29 -0.50 -0.18
H -4.1592 -4.2299 2.9385 0.13 0.61 -0.34
H -2.9626 -4.9239 3.9642 -0.42 0.00 0.59
H -1.3236 -4.6609 2.7959 0.50 0.31 -0.08
H -3.4358 -5.2837 0.9383 0.10 0.19 -0.10
H -2.3466 -6.3005 1.8767 0.15 -0.47 -0.56
H -1.7906 -6.1220 -0.5941 0.04 -0.46 0.07
H -0.3773 -5.5641 0.2143 0.14 0.45 0.53
H -0.5527 -4.9566 -2.2052 -0.09 0.04 -0.67
H -1.3029 -3.3966 -2.7040 0.30 0.42 0.64
H -2.3162 -4.7559 -2.6201 0.01 -0.44 0.34
```
Forces are in eV/Å.

Results
- Total charge: +1
- ΔE to the lowest compared entry with this formula, charge and spin: 4.217 eV
- LUMO energy: -5.9518 eV
- Highest occupied orbital energy: -0.424 Ha

---

Question: Which value of highest occupied orbital energy does entry 1 give?
Answer: -0.307 Ha

---

Question: Which value of highest occupied orbital energy does entry 2 give?
Answer: -0.424 Ha

---

Question: Among the records above, which one has the highest ΔE to the lowest compared entry with this formula, charge and spin?
Answer: C18H45F3N14O29

---

Question: Look up the ΔE to the lowest compared entry with this formula, charge and spin of the first one.
Answer: 6.012 eV